Density functional theory data (ωB97M-V with the def2-TZVPD basis set) for the molecule C6H7N in a non-equilibrium geometry.

Structure (XYZ):
```
14
C6H7N (ωB97M-V with the def2-TZVPD basis set)
C 1.962 -0.009 0.142
C 0.447 -0.271 0.142
N -0.243 0.776 -0.007
C -1.569 0.945 -0.260
C -2.328 -0.331 0.340
C -1.462 -1.243 -0.004
C -0.190 -1.508 -0.223
H 1.981 0.976 0.463
H 2.117 -0.058 -0.851
H 2.406 -0.784 0.728
H -1.785 1.339 -1.333
H -1.824 1.709 0.401
H -3.240 -0.112 0.880
H 0.405 -2.339 -0.631
```

Summary:
- Kohn-Sham gap (Ha) = 0.308
- net charge = 0
- total energy (Ha) = -287.39711
- highest occupied orbital energy (eV) = -8.15
- multiplicity = 1
- max |F| (eV/Å) = 4.5

***

Density functional theory data (ωB97M-V with the def2-TZVPD basis set) for a cluster of 5 separate species, C9H27NO5 in total in a non-equilibrium geometry.

Structure (XYZ):
```
42
C9H27NO5 (ωB97M-V with the def2-TZVPD basis set)
C -18.182 18.128 -24.774
C -19.035 19.433 -24.578
C -20.504 19.116 -24.892
C -18.857 19.752 -23.082
C -19.330 21.195 -22.746
C -18.482 22.147 -23.542
C -18.545 21.976 -25.095
C -19.884 22.535 -25.666
C -17.292 22.837 -25.537
N -18.254 20.521 -25.357
O -18.257 20.300 -26.732
H -17.147 18.362 -24.528
H -18.200 17.717 -25.783
H -18.630 17.341 -24.167
H -20.648 18.888 -25.948
H -21.203 19.853 -24.497
H -20.807 18.217 -24.356
H -19.344 19.101 -22.356
H -17.813 19.645 -22.786
H -19.336 21.355 -21.668
H -20.358 21.204 -23.108
H -17.528 21.899 -23.076
H -18.469 23.183 -23.203
H -20.032 23.610 -25.558
H -19.972 22.330 -26.732
H -20.750 22.044 -25.223
H -16.321 22.411 -25.283
H -17.198 22.748 -26.619
H -17.442 23.905 -25.383
H -17.340 20.045 -26.862
O -17.196 17.252 -21.514
H -17.897 16.914 -20.956
H -17.449 18.158 -21.694
O -18.354 19.388 -20.160
H -17.627 19.966 -19.931
H -19.060 19.644 -19.567
O -20.673 20.590 -19.052
H -21.527 20.161 -19.104
H -20.807 21.319 -18.446
O -15.638 18.261 -19.108
H -16.168 17.872 -19.804
H -16.269 18.723 -18.556
```

Summary:
- Kohn-Sham gap (Ha) = 0.314
- net charge = 0
- total energy (Ha) = -789.99078
- highest occupied orbital energy (eV) = -8.54
- multiplicity = 1
- max |F| (eV/Å) = 2.6

***

Density functional theory data (ωB97M-V with the def2-TZVPD basis set) for a cluster of 2 separate species, C2H4INO in total in a non-equilibrium geometry.

Structure (XYZ):
```
9
C2H4INO (ωB97M-V with the def2-TZVPD basis set)
C -0.322 -0.437 -0.582
C 0.428 0.930 1.106
N 0.474 -0.257 -1.518
O -0.484 -0.058 0.593
I -2.546 -2.640 -0.735
H -0.130 1.747 1.497
H 1.055 1.244 0.236
H 1.035 0.248 1.742
H 0.489 -0.776 -2.340
```

Summary:
- Kohn-Sham gap (spin up / spin down) (Ha) = 0.285 / 0.244
- net charge = 0
- total energy (Ha) = -506.19285
- highest occupied orbital energy (spin up / spin down) (eV) = -8.84 / -8.60
- multiplicity = 1
- max |F| (eV/Å) = 3.3

***

Density functional theory data (ωB97M-V with the def2-TZVPD basis set) for a cluster of 10 separate species, C35H72BN9O10 in total.

Structure (XYZ):
```
127
C35H72BN9O10 (ωB97M-V with the def2-TZVPD basis set)
B 7.857 -3.706 6.105
C 7.037 -2.462 5.606
C 5.928 -2.851 4.670
O 6.084 -2.981 3.485
C 4.582 -3.054 5.313
C 3.837 -1.913 5.592
C 2.599 -2.054 6.209
C 2.148 -3.328 6.521
C 2.896 -4.464 6.250
C 4.135 -4.330 5.628
H 7.699 -4.759 5.573
H 8.588 -3.577 7.033
H 7.675 -1.688 5.175
H 6.590 -2.023 6.504
H 4.240 -0.948 5.317
H 2.038 -1.158 6.431
H 1.179 -3.440 6.992
H 2.556 -5.454 6.513
H 4.751 -5.185 5.387
C 1.767 -0.832 1.463
N 2.780 -0.014 2.104
C 3.905 0.453 1.305
C 2.704 0.315 3.401
O 3.517 0.995 4.007
H 2.238 -1.739 1.076
H 1.315 -0.280 0.635
H 0.991 -1.107 2.173
H 4.839 0.076 1.725
H 3.937 1.544 1.320
H 3.786 0.105 0.276
H 1.809 -0.102 3.897
C -2.784 0.922 0.021
N -1.863 0.798 -1.093
C -2.287 0.074 -2.278
C -0.628 1.328 -1.063
O 0.190 1.247 -1.964
H -3.058 -0.070 0.388
H -3.685 1.445 -0.305
H -2.325 1.484 0.832
H -1.616 -0.769 -2.456
H -2.248 0.731 -3.149
H -3.303 -0.292 -2.140
H -0.407 1.854 -0.118
C 6.162 -3.479 0.398
N 7.213 -3.606 -0.599
C 8.242 -4.615 -0.429
C 7.258 -2.811 -1.680
O 8.107 -2.869 -2.556
H 6.591 -3.252 1.370
H 5.605 -4.417 0.465
H 5.480 -2.678 0.116
H 9.224 -4.142 -0.383
H 8.237 -5.302 -1.277
H 8.061 -5.167 0.490
H 6.436 -2.079 -1.704
C -2.958 5.497 0.366
N -4.194 4.808 0.689
C -5.431 5.181 0.010
C -4.219 3.828 1.601
O -5.207 3.188 1.926
H -3.062 6.564 0.578
H -2.730 5.366 -0.695
H -2.139 5.102 0.952
H -6.165 5.509 0.749
H -5.829 4.322 -0.510
H -5.239 5.980 -0.696
H -3.227 3.632 2.044
C -4.526 -2.699 2.954
N -3.529 -2.830 1.910
C -3.891 -3.445 0.644
C -2.265 -2.396 2.057
O -1.410 -2.483 1.195
H -4.897 -3.684 3.243
H -5.362 -2.095 2.598
H -4.091 -2.217 3.827
H -3.266 -4.322 0.467
H -3.727 -2.734 -0.167
H -4.937 -3.739 0.661
H -2.073 -1.930 3.038
C -8.527 3.042 -4.828
N -7.521 3.909 -4.249
C -6.415 4.365 -5.073
C -7.574 4.310 -2.965
O -6.753 5.034 -2.432
H -8.065 2.118 -5.184
H -9.013 3.541 -5.669
H -9.280 2.793 -4.084
H -5.468 4.039 -4.640
H -6.409 5.454 -5.121
H -6.515 3.957 -6.076
H -8.447 3.913 -2.421
C -5.212 -4.474 -4.530
N -4.794 -3.372 -3.686
C -3.375 -3.077 -3.556
C -5.676 -2.607 -3.017
O -5.375 -1.674 -2.296
H -4.780 -5.409 -4.167
H -4.881 -4.307 -5.557
H -6.297 -4.561 -4.521
H -3.071 -3.154 -2.511
H -3.174 -2.061 -3.894
H -2.801 -3.780 -4.154
H -6.724 -2.908 -3.181
C 2.369 7.778 -0.528
N 1.113 7.121 -0.226
C -0.090 7.532 -0.930
C 1.022 6.138 0.687
O -0.007 5.554 0.976
H 2.293 8.847 -0.318
H 2.620 7.641 -1.582
H 3.167 7.356 0.080
H -0.836 7.884 -0.218
H -0.510 6.685 -1.474
H 0.150 8.329 -1.628
H 1.986 5.897 1.164
C 2.097 -2.413 -3.941
N 3.215 -1.698 -3.362
C 4.299 -1.256 -4.231
C 3.278 -1.426 -2.051
O 4.190 -0.824 -1.504
H 2.447 -3.332 -4.416
H 1.604 -1.791 -4.690
H 1.376 -2.668 -3.166
H 5.243 -1.698 -3.916
H 4.396 -0.172 -4.179
H 4.087 -1.554 -5.255
H 2.404 -1.797 -1.490
```

Summary:
- Kohn-Sham gap (Ha) = 0.322
- net charge = 0
- total energy (Ha) = -2646.84931
- highest occupied orbital energy (eV) = -8.54
- multiplicity = 1
- max |F| (eV/Å) = 0.7

***

> Number 3 is which compound?

C2H4INO